The following is a quantum chemistry calculation of an isolated ion of composition C5H16N3 and charge +1 in a non-equilibrium geometry, from OMol25.

Each line ends with the Löwdin charge.
Positions of all 24 atoms, in Å:
N  -1.336  -0.776  3.629  0.00
C  -2.029  -0.487  2.402  -0.37
N  -1.346  0.206  1.329  -0.09
C  -1.350  -0.517  -0.021  -0.23
C  -0.322  0.044  -0.992  -0.22
C  1.159  -0.304  -0.691  -0.16
C  2.166  0.091  -1.887  -0.16
N  1.780  1.373  -2.483  0.16
H  -0.231  -0.811  3.594  0.13
H  -1.736  -0.160  4.296  0.05
H  -2.442  -1.447  2.049  0.11
H  -2.914  0.149  2.534  0.12
H  -0.306  0.329  1.506  0.10
H  -1.109  -1.655  0.123  0.14
H  -2.420  -0.419  -0.134  0.11
H  -0.371  1.129  -0.861  0.10
H  -0.602  -0.397  -1.981  0.13
H  1.579  0.399  0.105  0.13
H  1.273  -1.374  -0.376  0.13
H  2.185  -0.716  -2.602  0.12
H  3.230  0.201  -1.523  0.15
H  1.188  1.229  -3.327  0.19
H  1.314  1.996  -1.842  0.15
H  2.641  1.916  -2.844  0.22

The energy relative to the best compared isomer or geometry (same formula, charge and spin) is 79.80 kcal/mol. The charge is +1. The calculation puts the calculated total energy at -9906.25580 eV. The HOMO-LUMO gap is 7.231 eV. As for the highest occupied orbital energy: -11.13 eV. As for the spin multiplicity: 1. As for the structure (SMILES): NCNCCCC[NH3+].

---

The following is a quantum chemistry calculation of a 2-piece molecular cluster, C5H16N3S overall in a non-equilibrium geometry, from OMol25.

Each line ends with the Löwdin charge.
Positions of all 25 atoms, in Å:
C  -1.090  -2.374  -0.056  -0.08
C  1.099  -1.520  -0.415  -0.48
N  -0.162  -1.555  -0.829  0.01
N  1.531  -2.103  0.703  0.22
N  2.050  -0.948  -1.199  0.18
H  -0.446  -1.023  -1.629  0.15
H  0.941  -2.509  1.447  0.14
H  2.506  -2.315  0.854  0.14
H  1.772  -0.772  -2.158  0.12
H  2.664  -0.215  -0.873  0.13
H  -2.109  -2.464  -0.556  0.12
H  -1.341  -1.842  0.874  0.06
H  -0.805  -3.423  0.083  0.10
C  0.027  1.864  -0.499  -0.52
C  0.969  2.867  0.208  -0.16
C  -2.491  1.642  0.533  -0.36
S  -0.843  0.871  0.798  0.82
H  -0.627  2.474  -1.160  0.08
H  0.387  1.173  -1.271  0.03
H  0.671  3.084  1.228  0.06
H  0.979  3.810  -0.344  0.08
H  -2.477  2.270  -0.346  0.03
H  -3.263  0.915  0.363  0.02
H  -2.977  2.146  1.384  0.05
H  1.953  2.394  0.356  0.07

The energy relative to the best compared isomer or geometry (same formula, charge and spin) is 36.77 kcal/mol. The charge is +1. The calculation puts the calculated total energy at -20743.65097 eV. The HOMO-LUMO gap is 8.954 eV. As for the highest occupied orbital energy: -11.77 eV. As for the spin multiplicity: 1.

---

The following is a quantum chemistry calculation of a 3-piece molecular cluster, C5H16NO overall in a non-equilibrium geometry, from OMol25.

Each line ends with the Mulliken spin population.
Positions of all 23 atoms, in Å:
C  -0.676  -0.288  -1.535  0.78
C  -0.661  0.811  -0.511  -0.07
C  0.716  1.334  -0.096  0.02
C  1.421  2.045  -1.245  0.00
C  1.595  0.207  0.448  0.00
N  -1.555  -1.539  2.798  0.00
H  0.186  -0.354  -2.197  0.03
H  -0.636  -1.618  -0.690  0.02
H  -1.584  -0.352  -2.124  0.01
H  -1.295  1.612  -0.883  0.05
H  0.518  2.043  0.731  0.00
H  2.316  2.571  -0.909  0.00
H  1.752  1.301  -1.986  0.00
H  0.775  2.737  -1.801  0.00
H  2.510  0.592  0.878  0.00
H  1.078  -0.398  1.177  0.00
H  1.852  -0.479  -0.365  0.00
H  -1.121  -2.010  2.019  0.00
H  -1.581  -2.172  3.586  0.00
H  -1.167  0.455  0.383  0.03
H  -1.392  -2.851  -0.179  0.00
H  -2.493  -1.264  2.540  0.00
O  -0.558  -2.383  -0.041  0.14

The energy relative to the best compared isomer or geometry (same formula, charge and spin) is 0.00 kcal/mol. The charge is 0. The calculation puts the calculated total energy at -8980.18577 eV. The HOMO-LUMO gap (alpha / beta) is 9.892 / 9.018 eV. As for the highest occupied orbital energy (alpha / beta): -9.01 / -9.64 eV. As for the spin multiplicity: 2.

---

The following is a quantum chemistry calculation of a 2-piece molecular cluster, C5H16NO overall in a non-equilibrium geometry, from OMol25.

Each line ends with the Löwdin charge.
Positions of all 23 atoms, in Å:
C  -0.852  1.458  -0.325  -0.12
C  0.298  0.919  -1.162  -0.18
C  0.733  -0.511  -0.867  -0.21
C  1.410  -0.712  0.496  -0.27
C  2.681  0.115  0.663  -0.09
N  -2.098  0.584  -0.449  0.18
H  -0.621  1.437  0.729  0.13
H  -1.157  2.438  -0.649  0.13
H  1.108  1.597  -0.949  0.11
H  0.036  1.028  -2.216  0.13
H  1.443  -0.822  -1.628  0.12
H  -0.121  -1.190  -1.005  0.10
H  1.687  -1.765  0.593  0.12
H  0.720  -0.501  1.322  0.09
H  2.495  1.186  0.715  0.07
H  3.259  -0.265  1.479  0.07
H  3.324  -0.036  -0.205  0.09
H  -2.859  0.998  0.080  0.17
H  -1.929  -0.404  -0.174  0.11
H  -2.325  0.528  -1.447  0.17
H  -2.124  -2.293  1.415  0.08
H  -0.728  -1.830  1.021  0.04
O  -1.572  -1.499  1.376  -0.05

The energy relative to the best compared isomer or geometry (same formula, charge and spin) is 9.03 kcal/mol. The charge is +1. The calculation puts the calculated total energy at -8976.12352 eV. The HOMO-LUMO gap is 11.857 eV. As for the highest occupied orbital energy: -15.13 eV. As for the spin multiplicity: 1.

---

The following is a quantum chemistry calculation of a 3-piece molecular cluster, C5H16NO overall in a non-equilibrium geometry, from OMol25.

Each line ends with the Löwdin charge.
Positions of all 23 atoms, in Å:
C  0.220  -2.168  0.609  -0.01
C  -1.014  -1.204  0.605  -0.18
C  -1.149  -0.393  -0.602  0.12
C  -1.146  1.140  -0.591  -0.18
C  -1.849  1.698  0.665  -0.03
N  3.284  0.702  0.867  -0.04
H  1.206  -1.727  0.610  0.08
H  -0.024  -2.768  1.485  0.10
H  -0.984  -0.612  1.461  0.09
H  -1.913  -1.894  0.660  0.18
H  -1.716  -0.912  -1.418  0.17
H  0.624  -0.279  -1.538  -0.06
H  -1.507  1.502  -1.550  0.13
H  -0.125  1.376  -0.492  0.11
H  -2.916  1.490  0.403  0.11
H  -1.524  1.170  1.518  0.05
H  -1.684  2.846  0.733  0.14
H  0.198  -2.818  -0.242  0.08
H  2.672  1.306  1.551  0.05
H  4.067  1.298  0.463  0.04
H  1.073  -0.232  -3.059  0.13
H  2.890  0.438  -0.046  -0.04
O  1.316  0.039  -2.094  -0.04

The energy relative to the best compared isomer or geometry (same formula, charge and spin) is 110.41 kcal/mol. The charge is +1. The calculation puts the calculated total energy at -8971.72701 eV. The HOMO-LUMO gap is 5.425 eV. As for the highest occupied orbital energy: -12.76 eV. As for the spin multiplicity: 1.